Record 1
Entry from the OMol25 dataset: a molecular structure, C13H15N3O2S2 in a non-equilibrium geometry (the ωB97M-V functional and the def2-TZVPD basis).

Each line ends with the Löwdin charge.
Geometry (Å):
1 C 2.0935 -2.7934 -0.2639  -0.07
2 C 2.1337 -1.4165 0.0507  -0.40
3 O 0.9777 -0.8356 -0.2529  -0.08
4 C 0.6704 0.5778 0.0822  -0.17
5 C 1.4899 1.4713 0.5556  -0.03
6 C 1.2722 2.8128 1.0671  0.05
7 C -0.0255 3.3659 0.9000  -0.18
8 C -0.8165 2.5135 0.0085  0.04
9 C -0.5236 1.2240 -0.2715  -0.17
10 C -1.6423 0.2537 -0.8358  -0.42
11 H -2.2108 0.9031 -1.1878  -0.03
12 H -1.0565 -0.2485 -1.6590  0.08
13 S -2.5298 -0.8053 0.3335  0.91
14 C -1.5901 -2.3990 0.0905  -0.90
15 N -1.4385 -3.2318 0.7994  -0.16
16 N -1.0566 -4.3795 0.5565  0.03
17 C -1.1051 -4.4655 -0.8288  -0.61
18 N -0.5064 -5.4430 -1.5090  0.03
19 H -0.6027 -5.6229 -2.6455  0.19
20 H -0.3241 -6.3429 -0.9777  0.13
21 S -1.3924 -2.8483 -1.7026  0.93
22 H -1.7322 2.9219 0.0633  0.07
23 C -0.0365 4.6958 1.1393  -0.48
24 O 0.7761 5.4371 1.7176  0.06
25 C -1.3584 5.2738 0.6227  0.00
26 H -2.2511 4.5618 1.3748  0.19
27 H -1.9726 5.2184 -0.2185  0.04
28 H -1.4343 6.2257 1.1630  0.07
29 H 2.0578 3.4582 1.5973  0.15
30 H 2.5919 1.0251 1.0222  0.18
31 H 2.4817 -1.2105 1.1128  0.14
32 H 2.9325 -0.6839 -0.5888  0.18
33 H 1.8654 -2.8423 -1.3705  0.11
34 H 1.2487 -3.2239 0.2376  0.07
35 H 3.0145 -3.1472 -0.1823  0.04

F_max: 18.5 eV/Å
HOMO: -0.313 Eh
multiplicity: 1
M: 309.42 g/mol
energy above the lowest of the compared OMol25 structures with the same formula, charge and spin: 259.09 kcal/mol
LUMO level: -0.32 eV
electronic energy: -1615.13131 Eh


Record 2
Entry from the OMol25 dataset: a gas-phase ion, C9H12N (charge +1) in a non-equilibrium geometry (the ωB97M-V functional and the def2-TZVPD basis).

Each line ends with the Löwdin charge.
Geometry (Å):
1 C -0.9174 -2.3873 -1.8176  0.08
2 C -0.8223 -1.2895 -1.0190  -0.18
3 C 0.2165 -0.5586 -0.5124  0.18
4 C 0.9398 0.1846 0.0940  -0.15
5 C -2.3811 -2.4096 -1.8277  -0.10
6 C -2.3063 -1.3672 -0.6594  -0.06
7 C 1.8927 1.4112 0.0846  -0.21
8 C 1.9816 0.3497 1.1268  -0.08
9 C 1.4070 2.7988 0.2438  -0.04
10 N 1.2906 0.6913 2.4617  0.15
11 H -0.1346 -3.0271 -2.1152  0.12
12 H -2.8236 -2.0146 -2.6220  0.08
13 H -2.9165 -3.2725 -1.4906  0.12
14 H -2.5340 -1.8593 0.2203  0.09
15 H -2.9446 -0.5478 -0.7883  0.10
16 H 2.7134 1.2150 -0.5641  0.14
17 H 0.6991 2.8125 0.9904  0.03
18 H 0.9588 3.3148 -0.6550  0.11
19 H 2.2820 3.5351 0.3536  0.13
20 H 1.9918 1.0150 3.1437  0.17
21 H 0.7919 -0.1170 2.7453  0.13
22 H 0.6152 1.5225 2.6071  0.18

F_max: 4.5 eV/Å
HOMO (alpha / beta): -0.435 / -0.435 Eh
multiplicity: 1
M: 134.20 g/mol
energy above the lowest of the compared OMol25 structures with the same formula, charge and spin: 146.29 kcal/mol
LUMO level (alpha / beta): -4.94 / -4.94 eV
charge: +1
electronic energy: -404.37183 Eh


Record 3
Entry from the OMol25 dataset: a molecular structure, C11H19I2NO2PS7SbTi (the ωB97M-V functional and the def2-TZVPD basis).

Each line ends with the Löwdin charge.
Geometry (Å):
1 Ti -1.4539 0.2810 -0.3087  -0.43
2 S -2.7212 2.3651 3.9603  -0.19
3 Sb -0.9671 2.0354 2.5502  -0.09
4 S -1.1090 -0.2902 1.9104  -0.01
5 S -1.4675 2.5586 0.2589  -0.05
6 S 1.0865 2.6935 3.2042  -0.18
7 S -3.5005 -1.0438 -0.3114  0.54
8 C -4.4820 0.3756 -0.0367  -0.70
9 N -4.4527 0.9736 1.1783  0.05
10 C -5.0995 2.1155 1.4641  -0.09
11 C -5.8836 2.7088 0.5114  -0.03
12 C -5.9744 2.1200 -0.7487  -0.05
13 C -5.2745 0.9605 -1.0189  -0.11
14 H -3.8119 0.6043 1.8837  0.07
15 H -4.9011 2.5105 2.4502  0.05
16 H -6.3958 3.6316 0.7402  0.11
17 H -6.5619 2.5595 -1.5509  -0.01
18 H -5.3075 0.5251 -2.0075  0.08
19 C 3.3543 -1.3328 -2.7671  -0.08
20 C 3.3622 -2.7229 -2.1590  -0.45
21 C 4.6382 -3.0228 -1.3914  -0.05
22 O 2.2173 -3.0137 -1.3301  -0.32
23 P 1.5140 -2.1277 -0.2022  -0.12
24 S 0.6018 -3.2495 1.0614  0.24
25 S 0.3873 -0.7724 -1.3205  0.26
26 O 2.7672 -1.3018 0.3377  -0.34
27 C 2.5894 -0.1651 1.2389  -0.49
28 C 3.0748 -0.5661 2.6130  -0.05
29 C 3.3447 0.9954 0.6341  -0.05
30 H 4.2009 -1.2516 -3.4529  0.08
31 H 3.4539 -0.5639 -2.0018  0.06
32 H 2.4361 -1.1510 -3.3227  0.06
33 H 3.2568 -3.4526 -2.9655  0.14
34 H 4.7752 -2.3051 -0.5841  0.07
35 H 5.4940 -2.9657 -2.0681  0.08
36 H 4.5944 -4.0251 -0.9647  0.08
37 H 1.5270 0.0740 1.2906  0.04
38 H 4.1384 -0.8181 2.5838  0.08
39 H 2.5145 -1.4307 2.9687  0.07
40 H 2.9157 0.2666 3.2996  0.05
41 H 4.4045 0.7417 0.5373  0.08
42 H 3.2300 1.8751 1.2664  0.05
43 H 2.9413 1.2312 -0.3520  0.08
44 I -2.0602 1.1812 -2.8010  0.20
45 I -7.3961 2.1888 -4.2773  -0.71

F_max: 0.4 eV/Å
HOMO: -0.091 Eh
multiplicity: 1
M: 876.16 g/mol
energy above the lowest of the compared OMol25 structures with the same formula, charge and spin: 12.74 kcal/mol
LUMO level: 3.33 eV
charge: -2
electronic energy: -5450.00765 Eh


Record 4
Entry from the OMol25 dataset: C4H8O3 in the gas phase (the ωB97M-V functional and the def2-TZVPD basis).

Each line ends with the Löwdin charge.
Geometry (Å):
1 C -1.1433 -0.4702 1.1342  -0.09
2 O 1.4277 0.1642 1.2539  0.09
3 C 1.1425 0.8770 0.1524  -0.51
4 O 1.1932 2.0776 0.0931  0.14
5 C 0.6502 -0.0183 -0.9486  -0.32
6 C -0.7435 -0.5524 -0.4193  -0.12
7 O 0.5674 0.6481 -2.1766  0.00
8 H -0.8211 0.4382 1.6700  0.08
9 H -0.8128 -1.2960 1.7911  0.08
10 H -2.2336 -0.4634 1.1984  0.07
11 H 1.3866 -0.8296 -1.0712  0.16
12 H 0.9894 -0.6932 1.1076  0.09
13 H -0.8777 -1.5587 -0.8430  0.11
14 H -1.4545 0.0865 -0.9446  0.11
15 H 0.7292 1.5902 -1.9975  0.10

F_max: 0.8 eV/Å
HOMO: -0.393 Eh
multiplicity: 1
M: 104.10 g/mol
energy above the lowest of the compared OMol25 structures with the same formula, charge and spin: 27.71 kcal/mol
LUMO level: 0.66 eV
structure (SMILES): CC[C@@H](O)C(=O)O
electronic energy: -382.92066 Eh


Record 5
Entry from the OMol25 dataset: a molecular structure, C24H42GaN13O4P in a non-equilibrium geometry (the ωB97M-V functional and the def2-TZVPD basis).

Each line ends with the Löwdin charge.
Geometry (Å):
1 C 0.6880 1.7293 1.9175  -0.20
2 N 0.2448 1.6902 0.4854  -0.22
3 C -0.9621 2.6007 0.2494  -0.30
4 Ga -2.6263 1.4628 -0.2035  0.30
5 C -4.3512 2.5462 -0.5446  -0.26
6 C -4.4445 3.9493 0.2308  -0.30
7 N -4.2520 4.1133 1.5564  0.01
8 O -2.2311 0.5671 -1.8764  -0.27
9 N -1.0706 -0.1199 -1.7246  -0.14
10 O -1.0737 -0.9522 -2.6605  -0.23
11 P -3.1374 -0.1580 1.4476  0.73
12 O -3.1531 -1.7172 0.6362  -0.47
13 O -4.8308 0.0636 1.8804  -0.48
14 H 0.2649 0.8303 2.5129  0.07
15 H 1.8529 1.6003 1.9132  0.07
16 H 0.4482 2.7145 2.4722  0.06
17 H 1.0579 2.0827 -0.0466  0.01
18 H -1.1862 3.2771 1.1592  0.03
19 H -0.6549 3.2575 -0.6718  0.06
20 H -5.2397 1.8679 -0.2012  0.05
21 H -4.4894 2.7475 -1.6824  0.05
22 H -4.7089 4.9244 -0.3604  0.07
23 H -4.3765 5.1282 1.7963  -0.02
24 H -3.8848 -2.2055 1.1164  -0.05
25 H -4.9047 0.8638 2.4732  0.03
26 C -3.8084 8.6589 -0.8626  -0.08
27 C -4.5826 7.7795 0.0825  -0.21
28 N -5.2000 7.0778 0.8356  0.11
29 H -2.8711 8.9714 -0.3947  0.00
30 H -3.5833 8.1112 -1.7803  0.08
31 H -4.3954 9.5452 -1.1116  0.08
32 C 0.8283 -3.0544 -0.3724  -0.06
33 C 1.1921 -2.7182 1.0494  -0.21
34 N 1.4822 -2.4508 2.1829  0.11
35 H -0.2499 -3.2069 -0.4551  0.08
36 H 1.1233 -2.2384 -1.0348  0.05
37 H 1.3417 -3.9675 -0.6816  0.07
38 C 3.5768 -0.3316 -1.1340  -0.08
39 C 3.1912 1.1219 -1.1190  -0.21
40 N 2.8689 2.2766 -1.1071  0.11
41 H 3.5355 -0.7369 -0.1205  0.08
42 H 2.8875 -0.8908 -1.7695  0.07
43 H 4.5885 -0.4449 -1.5206  0.01
44 C -1.2198 0.0979 -6.8426  -0.07
45 C -1.2260 -0.2461 -5.3739  -0.07
46 N -1.2311 -0.5244 -4.1923  0.10
47 H -1.0385 1.1668 -6.9725  0.07
48 H -0.4324 -0.4614 -7.3523  0.07
49 H -2.1837 -0.1566 -7.2891  0.07
50 C 1.7085 -4.4591 4.9853  -0.08
51 C 2.0725 -4.1240 6.4077  -0.25
52 N 2.3629 -3.8584 7.5423  0.08
53 H 0.6304 -4.6112 4.9035  0.08
54 H 2.0039 -3.6424 4.3229  0.04
55 H 2.2212 -5.3721 4.6758  0.07
56 C 2.6650 -8.0152 7.9948  -0.08
57 C 1.7018 -8.1740 6.8483  -0.25
58 N 0.9341 -8.2987 5.9344  0.10
59 H 3.1926 -8.9551 8.1696  0.07
60 H 3.3932 -7.2354 7.7630  0.07
61 H 2.1220 -7.7375 8.9004  0.08
62 C 6.9416 -0.7934 -3.9353  -0.06
63 C 6.1321 -1.6345 -2.9846  -0.22
64 N 5.4863 -2.3056 -2.2268  0.12
65 H 7.8896 -0.5146 -3.4705  0.08
66 H 7.1447 -1.3562 -4.8489  0.02
67 H 6.3905 0.1139 -4.1912  0.08
68 C -0.2212 8.9545 1.9762  -0.05
69 C -1.0437 9.7949 1.0359  -0.21
70 N -1.6998 10.4640 0.2850  0.11
71 H -0.1665 9.4368 2.9542  0.08
72 H -0.6777 7.9690 2.0898  0.09
73 H 0.7895 8.8356 1.5806  0.08
74 C 5.7245 -4.1202 -7.1822  -0.06
75 C 6.4608 -2.8069 -7.1831  -0.22
76 N 7.0473 -1.7597 -7.1838  0.11
77 H 5.6226 -4.4884 -6.1592  0.08
78 H 4.7304 -3.9892 -7.6143  0.08
79 H 6.2755 -4.8554 -7.7722  0.08
80 C -6.2936 -5.0981 1.8567  -0.07
81 C -5.1487 -4.1823 2.1987  -0.18
82 N -4.2363 -3.4515 2.4715  0.15
83 H -6.1501 -5.5152 0.8578  0.08
84 H -6.3451 -5.9146 2.5797  0.07
85 H -7.2332 -4.5424 1.8790  0.08

F_max: 15.8 eV/Å
HOMO: -0.104 Eh
multiplicity: 1
M: 677.38 g/mol
LUMO level: 1.57 eV
charge: -1
electronic energy: -4218.20180 Eh